1.
{"formula": "C32H90N6O10", "method": "ωB97M-V with the def2-TZVPD basis set", "symbols": ["O", "O", "O", "O", "O", "O", "O", "O", "O", "O", "N", "N", "N", "N", "N", "N", "C", "C", "C", "C", "C", "C", "C", "C", "C", "C", "C", "C", "C", "C", "C", "C", "C", "C", "C", "C", "C", "C", "C", "C", "C", "C", "C", "C", "C", "C", "C", "C", "H", "H", "H", "H", "H", "H", "H", "H", "H", "H", "H", "H", "H", "H", "H", "H", "H", "H", "H", "H", "H", "H", "H", "H", "H", "H", "H", "H", "H", "H", "H", "H", "H", "H", "H", "H", "H", "H", "H", "H", "H", "H", "H", "H", "H", "H", "H", "H", "H", "H", "H", "H", "H", "H", "H", "H", "H", "H", "H", "H", "H", "H", "H", "H", "H", "H", "H", "H", "H", "H", "H", "H", "H", "H", "H", "H", "H", "H", "H", "H", "H", "H", "H", "H", "H", "H", "H", "H", "H", "H"], "positions_angstrom": [[4.665, 5.567, -4.222], [0.288, 7.052, 3.222], [-3.001, -2.511, 5.562], [3.141, -7.638, 6.336], [-3.544, 6.650, -5.733], [-7.620, -2.857, -1.754], [6.156, -3.210, -1.936], [0.982, -0.809, -3.253], [7.361, -2.085, 5.149], [2.978, -0.053, -8.784], [7.536, -0.804, -2.113], [-6.802, 8.546, -5.481], [-1.660, 5.676, 4.667], [-7.057, -0.496, -3.427], [3.786, -7.704, 9.255], [-6.002, -1.792, 7.516], [-7.588, 1.016, -1.702], [1.383, 6.240, 2.851], [2.356, -7.144, 5.288], [2.615, -8.635, 7.280], [-6.346, -3.626, 5.996], [-7.115, -0.371, -2.004], [3.632, -8.913, 8.457], [2.183, 0.078, -11.024], [6.200, 4.452, -5.894], [-2.065, -1.966, 6.521], [2.014, 0.562, -9.574], [-5.253, -2.621, 6.552], [-5.789, 7.658, -6.036], [6.310, -2.587, 4.344], [-1.397, 5.174, 3.334], [7.630, -1.832, -3.129], [-0.917, 6.479, 2.598], [8.886, -1.584, -3.958], [5.720, -4.392, -1.409], [5.352, -1.378, 4.143], [-6.361, -3.174, -1.241], [7.445, -3.193, -2.453], [-0.030, -0.808, -1.207], [4.705, 4.649, -5.330], [3.181, -10.035, 9.373], [-2.658, 4.653, 2.706], [-4.229, -1.832, 5.578], [-8.033, -1.513, -1.474], [-2.623, 6.228, -4.747], [-4.451, 7.680, -5.391], [-5.745, 8.013, -7.584], [-0.343, -0.776, -2.712], [2.377, -9.530, 6.705], [4.162, 6.355, -4.442], [4.675, -4.227, -1.143], [3.989, -10.222, 10.081], [-7.719, 1.191, -0.634], [4.392, -1.674, 3.722], [-6.129, 6.640, -5.845], [-0.879, -0.696, -0.532], [8.204, -3.388, -1.695], [-4.587, -3.135, 7.245], [9.036, -2.184, -4.856], [-0.932, -1.568, -3.174], [6.718, 5.358, -6.208], [-1.871, -0.941, 6.204], [6.268, -4.684, -0.513], [3.102, -11.007, 8.886], [1.450, -1.309, -2.579], [2.186, -9.877, 9.791], [-8.072, -1.490, -0.385], [7.633, -4.001, -3.160], [-2.056, 7.100, -4.423], [6.827, -0.162, -2.438], [6.142, 3.861, -6.808], [-4.151, -0.834, 6.009], [-7.873, -0.170, -3.925], [-0.746, 0.199, -2.985], [-5.495, -2.659, -1.656], [2.653, -6.205, 4.822], [-4.688, -1.921, 4.593], [-1.096, -2.463, 6.559], [3.607, -6.920, 8.645], [6.036, -3.360, 5.062], [7.558, -0.954, -1.114], [-0.728, 4.336, 3.530], [1.302, 5.257, 3.316], [-6.252, -4.208, -1.570], [-0.807, 6.149, 4.926], [-5.653, 9.090, -7.726], [-3.513, 5.214, 3.083], [9.665, -1.802, -3.227], [1.299, -7.166, 5.552], [-9.018, -1.482, -1.940], [4.290, 3.664, -5.116], [-4.008, 8.666, -5.528], [-5.703, -4.484, 5.800], [-1.800, 7.117, 2.575], [6.941, 4.124, -5.165], [-2.374, 6.366, 4.480], [0.459, 0.096, -0.846], [2.314, -7.854, 4.462], [-6.722, -3.173, 5.078], [-2.440, -1.846, 7.537], [-2.624, 4.691, 1.617], [-1.862, 5.683, -5.306], [4.029, 5.118, -6.045], [5.285, -0.743, 5.026], [3.189, 0.251, -11.406], [-6.109, -0.486, -1.601], [6.684, -1.642, -3.635], [5.629, -5.148, -2.188], [0.516, -1.715, -0.948], [1.637, -8.329, 7.652], [6.740, -2.980, 3.423], [-6.976, 9.261, -6.172], [9.138, -0.561, -4.237], [1.983, -0.986, -11.155], [2.928, -7.674, 9.787], [-6.356, -3.078, -0.155], [-4.895, 7.454, -7.975], [-5.505, -0.913, 7.529], [-6.534, 7.484, -8.119], [1.050, 0.386, -9.095], [-6.880, -1.483, -3.545], [2.312, 6.704, 3.181], [1.441, 6.107, 1.770], [5.819, -0.845, 3.315], [1.545, 0.645, -11.702], [-6.921, -1.601, 7.142], [-6.520, 9.052, -4.653], [-7.080, -3.955, 6.732], [-8.540, 1.176, -2.207], [4.609, -9.124, 8.021], [7.414, -2.500, 6.013], [2.244, 1.610, -9.387], [-4.484, 7.725, -4.303], [-0.903, 6.181, 1.549], [-2.916, 5.667, -3.859], [2.782, 0.078, -7.853], [-2.824, 3.579, 2.798], [-6.893, 1.694, -2.198]], "homo_energy_ev": -8.59, "smiles": "COC[C@H](C)N.COC[C@H](C)N.COC[C@H](C)N.COC[C@H](C)N.COC[C@H](C)N.COC[C@H](C)N.CCO.CCO.CCO.CCO", "orbital_gap_ev": 8.6, "fmax_ev_per_a": 3.18, "e_above_lowest_kcal_mol": 158.9}


2.
{"formula": "C32H90N6O14", "method": "ωB97M-V with the def2-TZVPD basis set", "symbols": ["O", "O", "O", "O", "O", "O", "O", "O", "O", "O", "O", "O", "O", "O", "N", "N", "N", "N", "N", "N", "C", "C", "C", "C", "C", "C", "C", "C", "C", "C", "C", "C", "C", "C", "C", "C", "C", "C", "C", "C", "C", "C", "C", "C", "C", "C", "C", "C", "C", "C", "C", "C", "H", "H", "H", "H", "H", "H", "H", "H", "H", "H", "H", "H", "H", "H", "H", "H", "H", "H", "H", "H", "H", "H", "H", "H", "H", "H", "H", "H", "H", "H", "H", "H", "H", "H", "H", "H", "H", "H", "H", "H", "H", "H", "H", "H", "H", "H", "H", "H", "H", "H", "H", "H", "H", "H", "H", "H", "H", "H", "H", "H", "H", "H", "H", "H", "H", "H", "H", "H", "H", "H", "H", "H", "H", "H", "H", "H", "H", "H", "H", "H", "H", "H", "H", "H", "H", "H", "H", "H", "H", "H"], "positions_angstrom": [[12.835, -26.147, -1.856], [18.036, -24.395, -9.866], [18.345, -21.044, -4.494], [13.829, -24.762, -6.468], [23.026, -24.518, -1.205], [14.681, -26.734, -3.881], [24.683, -27.603, -5.350], [20.500, -23.145, -10.718], [23.798, -18.308, -5.250], [20.333, -23.314, -3.221], [15.331, -24.839, -9.133], [17.003, -22.876, 0.128], [14.030, -17.102, -8.918], [17.424, -27.307, -3.464], [22.183, -21.633, -5.213], [16.655, -18.508, -9.235], [18.609, -23.666, -5.684], [13.638, -21.377, -0.700], [15.456, -29.388, -4.512], [21.752, -26.903, -4.987], [24.148, -26.274, -5.379], [15.410, -20.359, -10.327], [18.630, -26.434, -3.459], [17.961, -22.556, -6.345], [16.694, -24.206, 0.473], [13.209, -25.079, -2.703], [17.617, -28.699, -3.673], [22.296, -24.239, -2.372], [18.747, -19.801, -4.000], [15.397, -18.876, -9.978], [15.300, -25.932, -8.104], [15.456, -21.825, -2.297], [22.718, -26.332, -5.966], [22.240, -24.945, -6.285], [20.451, -24.377, -10.103], [25.309, -27.902, -6.623], [14.043, -25.945, -7.253], [12.703, -16.708, -8.414], [23.347, -16.945, -5.061], [14.522, -25.392, -3.441], [22.786, -19.315, -5.383], [14.900, -22.129, -0.901], [15.923, -21.920, 0.182], [18.715, -21.251, -5.826], [16.305, -29.500, -3.348], [23.336, -20.756, -5.405], [19.213, -24.797, -9.176], [14.138, -18.556, -9.142], [23.928, -20.978, -6.780], [16.459, -31.037, -3.058], [16.480, -22.594, -6.019], [21.053, -23.491, -1.995], [15.270, -26.945, -8.504], [24.845, -25.536, -5.775], [15.490, -20.738, -2.370], [22.091, -21.852, -4.231], [19.540, -23.381, -5.417], [21.559, -26.199, -4.289], [16.724, -31.608, -3.948], [14.770, -23.208, -0.822], [19.162, -25.885, -9.133], [20.703, -23.219, -11.653], [15.879, -24.321, 1.188], [17.579, -24.619, 0.956], [18.110, -28.960, -4.609], [22.678, -16.885, -5.920], [22.142, -19.294, -4.504], [12.780, -17.216, -7.452], [15.385, -21.823, 1.125], [18.330, -29.028, -2.917], [16.117, -25.929, -7.382], [14.940, -28.526, -4.413], [15.617, -26.947, -3.840], [21.226, -22.530, -1.510], [14.708, -30.062, -4.427], [13.268, -18.964, -9.657], [16.872, -17.527, -9.133], [21.711, -24.403, -5.501], [16.270, -22.644, -4.950], [26.151, -27.209, -6.645], [16.449, -22.168, -2.589], [11.937, -17.074, -9.097], [14.056, -26.795, -6.571], [24.272, -26.009, -4.329], [15.911, -29.088, -2.418], [19.797, -21.241, -5.949], [16.186, -20.501, -11.080], [16.689, -19.016, -8.362], [13.395, -21.599, 0.255], [19.862, -22.482, -3.138], [22.334, -22.430, -5.814], [22.991, -24.253, -6.666], [16.261, -24.796, -9.367], [24.264, -21.974, -7.068], [18.581, -18.994, -4.714], [20.405, -24.148, -1.415], [22.862, -23.770, -3.177], [14.454, -20.690, -10.733], [12.618, -15.629, -8.285], [13.232, -26.046, -7.974], [18.242, -23.928, -4.781], [19.211, -26.721, -2.582], [17.137, -31.135, -2.210], [22.012, -27.727, -4.463], [24.252, -16.338, -5.101], [22.678, -27.032, -6.801], [16.461, -24.691, -0.475], [13.334, -24.077, -2.293], [23.993, -20.932, -4.553], [14.006, -19.097, -8.205], [23.693, -23.831, -1.130], [18.516, -25.362, -3.297], [14.752, -22.147, -3.065], [14.746, -24.730, -4.278], [15.705, -20.943, -9.455], [16.426, -20.956, 0.108], [18.348, -19.766, -2.986], [18.155, -22.696, -7.408], [15.199, -18.197, -10.807], [23.190, -20.620, -7.499], [24.575, -27.733, -7.411], [21.400, -24.531, -9.589], [20.591, -24.921, -11.037], [22.026, -25.241, -2.704], [13.725, -24.055, -7.110], [22.863, -16.864, -4.088], [24.836, -20.387, -6.901], [19.105, -24.410, -8.163], [15.992, -21.700, -6.406], [19.182, -26.642, -4.376], [19.823, -19.666, -3.887], [15.333, -25.281, -2.722], [25.763, -28.890, -6.556], [13.845, -20.389, -0.746], [21.412, -24.887, -6.991], [15.485, -31.356, -2.687], [18.114, -23.439, -9.901], [18.281, -20.546, -6.536], [15.932, -23.437, -6.440], [22.267, -18.905, -6.249], [13.202, -26.971, -2.187], [12.410, -24.850, -3.407]], "homo_energy_ev": -8.87, "smiles": "COC[C@H](C)N.COC[C@H](C)N.COC[C@H](C)N.COC[C@H](C)N.COC[C@H](C)N.COC[C@H](C)N.OCCO.OCCO.OCCO.OCCO", "orbital_gap_ev": 9.1, "fmax_ev_per_a": 3.55, "e_above_lowest_kcal_mol": 95.5}